The following is a DFT calculation (ωB97M-V with the def2-TZVPD basis set) of the molecule C3H3NO2 in a non-equilibrium geometry.

The geometry in XYZ format:
```
9
Properties=species:S:1:pos:R:3
O -3.53 -0.53 -0.93
O -3.51 0.41 1.01
N -3.02 -0.02 0.00
C -0.24 -0.18 -0.74
C -0.14 0.60 0.56
C -1.35 0.08 -0.12
H 0.40 0.19 1.47
H 0.25 -0.68 -1.61
H 0.21 1.68 0.40
```

Computed properties:
LUMO energy (Eh): -0.00198
SMILES: O=[N+]([O-])C1=CC1
Relative energy (zero: lowest compared OMol25 entry of this formula, charge and spin) (eV): 7.093



The following is a DFT calculation (ωB97M-V with the def2-TZVPD basis set) of a cluster of 2 separate species, C3H3NO2 in total in a non-equilibrium geometry.

The geometry in XYZ format:
```
9
Properties=species:S:1:pos:R:3
O -2.10 -1.29 0.00
O -4.31 -1.82 -0.07
N -1.75 0.61 -1.98
C -1.15 0.19 -1.08
C -3.22 -1.55 -0.05
C -0.11 0.19 -0.06
H 0.50 -0.71 -0.21
H -0.51 0.14 0.98
H 0.78 0.87 -0.18
```

Computed properties:
LUMO energy (Eh): 0.01664
SMILES: O=C=O.CC#N
Relative energy (zero: lowest compared OMol25 entry of this formula, charge and spin) (eV): 1.263



The following is a DFT calculation (ωB97M-V with the def2-TZVPD basis set) of the molecule C3H3NO2 in a non-equilibrium geometry.

The geometry in XYZ format:
```
9
Properties=species:S:1:pos:R:3
O -0.85 -0.31 1.34
O 1.37 -0.09 1.12
N 1.34 0.87 -0.16
C -0.74 0.43 -1.50
C 0.28 -0.66 1.55
C 0.36 0.65 -0.86
H 0.59 -1.55 2.11
H -0.70 -0.27 -2.29
H -1.66 0.94 -1.30
```

Computed properties:
LUMO energy (Eh): -0.01197
SMILES: C=C=NOC=O
Relative energy (zero: lowest compared OMol25 entry of this formula, charge and spin) (eV): 4.199



The following is a DFT calculation (ωB97M-V with the def2-TZVPD basis set) of a cluster of 2 separate species, C3H3NO2 in total in a non-equilibrium geometry.

The geometry in XYZ format:
```
9
Properties=species:S:1:pos:R:3
O -1.67 1.01 -0.70
O 3.71 -0.85 -1.24
N -2.52 1.03 1.45
C 2.54 -0.86 -1.03
C 1.29 -0.63 -0.64
C -2.03 0.92 0.40
H 0.94 -0.93 0.43
H -2.62 0.58 2.36
H 0.36 -0.25 -1.04
```

Computed properties:
LUMO energy (Eh): 0.01691
SMILES: C=C=O.N=C=O
Relative energy (zero: lowest compared OMol25 entry of this formula, charge and spin) (eV): 2.223



The following is a DFT calculation (ωB97M-V with the def2-TZVPD basis set) of the molecule C3H3NO2 in a non-equilibrium geometry.

The geometry in XYZ format:
```
9
Properties=species:S:1:pos:R:3
O -0.77 -1.77 0.26
O -0.52 1.67 0.06
N -1.27 0.52 0.27
C 0.90 -0.02 0.06
C 0.80 1.34 -0.08
C -0.42 -0.48 0.22
H -1.73 -1.82 0.37
H 1.18 1.12 -1.11
H 1.83 -0.57 -0.04
```

Computed properties:
LUMO energy (Eh): 0.00802
SMILES: Oc1ccon1
Relative energy (zero: lowest compared OMol25 entry of this formula, charge and spin) (eV): 4.522



The following is a DFT calculation (ωB97M-V with the def2-TZVPD basis set) of the molecule C3H3NO2 in a non-equilibrium geometry.

The geometry in XYZ format:
```
9
Properties=species:S:1:pos:R:3
O 2.33 -0.85 0.83
O -0.07 -1.45 0.42
N 0.69 0.66 0.09
C -1.11 -0.64 0.13
C -0.70 0.61 -0.08
C 1.21 -0.50 0.60
H -1.28 1.51 -0.05
H 1.12 1.58 0.13
H -2.16 -0.93 0.23
```

Computed properties:
LUMO energy (Eh): 0.02504
SMILES: O=c1[nH]cco1
Relative energy (zero: lowest compared OMol25 entry of this formula, charge and spin) (eV): 1.300



The following is a DFT calculation (ωB97M-V with the def2-TZVPD basis set) of the molecule C3H3NO2.

The geometry in XYZ format:
```
9
Properties=species:S:1:pos:R:3
O -0.55 1.69 1.82
O 0.97 -2.17 -1.04
N -0.19 -0.19 -1.15
C -0.76 0.48 1.24
C 0.80 -1.10 -1.57
C -0.40 0.11 0.03
H 1.31 -0.78 -2.49
H -1.28 -0.23 1.87
H 0.09 2.20 1.30
```

Computed properties:
LUMO energy (Eh): -0.00237
SMILES: O=CN=C=CO
Relative energy (zero: lowest compared OMol25 entry of this formula, charge and spin) (eV): 2.892



The following is a DFT calculation (ωB97M-V with the def2-TZVPD basis set) of the molecule C3H3NO2 in a non-equilibrium geometry.

The geometry in XYZ format:
```
9
Properties=species:S:1:pos:R:3
O -0.02 -0.37 0.14
O 0.68 1.45 -1.07
N 3.09 -0.67 0.39
C 2.16 -0.11 -0.02
C 0.85 0.46 -0.41
C -1.43 -0.19 0.21
H -1.75 -1.12 0.70
H -1.69 0.66 0.83
H -1.90 -0.11 -0.77
```

Computed properties:
LUMO energy (Eh): 0.00869
SMILES: COC(=O)C#N
Relative energy (zero: lowest compared OMol25 entry of this formula, charge and spin) (eV): 1.550



The following is a DFT calculation (ωB97M-V with the def2-TZVPD basis set) of the molecule C3H3NO2 in a non-equilibrium geometry.

The geometry in XYZ format:
```
9
Properties=species:S:1:pos:R:3
O 2.49 -0.17 -0.11
O -1.99 -1.15 -0.19
N 1.52 -1.00 0.61
C -1.75 0.04 -0.14
C 0.51 -0.30 0.46
C -0.43 0.57 0.20
H -0.27 1.63 0.42
H -2.54 0.80 -0.20
H 2.47 -0.42 -1.04
```

Computed properties:
LUMO energy (Eh): -0.03000
SMILES: O=CC=C=NO
Relative energy (zero: lowest compared OMol25 entry of this formula, charge and spin) (eV): 5.028



The following is a DFT calculation (ωB97M-V with the def2-TZVPD basis set) of a cluster of 2 separate species, C3H3NO2 in total in a non-equilibrium geometry.

The geometry in XYZ format:
```
9
Properties=species:S:1:pos:R:3
O 1.73 -0.19 0.25
O -0.63 1.11 0.00
N -0.40 -2.04 0.40
C 0.94 0.65 -0.35
C -1.50 -1.70 0.43
C 0.43 1.82 -0.51
H -2.53 -1.39 0.44
H 1.40 -1.10 0.10
H 0.53 2.87 -0.75
```

Computed properties:
LUMO energy (Eh): 0.03323
SMILES: OC1=CO1.C#N
Relative energy (zero: lowest compared OMol25 entry of this formula, charge and spin) (eV): 5.782



The following is a DFT calculation (ωB97M-V with the def2-TZVPD basis set) of a cluster of 2 separate species, C3H3NO2 in total in a non-equilibrium geometry.

The geometry in XYZ format:
```
9
Properties=species:S:1:pos:R:3
O 1.92 -0.10 2.30
O 0.54 -1.64 1.37
N 0.35 1.95 0.09
C 1.23 -0.86 1.80
C -0.33 1.10 -0.26
C -0.82 0.07 -1.15
H -1.02 0.52 -2.05
H -1.79 -0.26 -0.76
H -0.06 -0.79 -1.34
```

Computed properties:
LUMO energy (Eh): 0.01820
SMILES: O=C=O.CC#N
Relative energy (zero: lowest compared OMol25 entry of this formula, charge and spin) (eV): 0.470



The following is a DFT calculation (ωB97M-V with the def2-TZVPD basis set) of a cluster of 2 separate species, C3H3NO2S in total in a non-equilibrium geometry.

The geometry in XYZ format:
```
10
Properties=species:S:1:pos:R:3
S -1.46 -0.58 1.86
O -1.10 0.52 -2.71
O -2.73 -0.86 1.18
N -1.55 -1.23 -1.17
C -0.17 -0.61 0.87
C 0.95 -0.83 0.25
C -1.53 -0.34 -2.01
H -2.21 -1.78 -0.65
H 1.64 -1.67 0.25
H 1.51 0.05 -0.29
```

Computed properties:
LUMO energy (spin up / spin down) (Eh): -0.01127 / -0.01128
Relative energy (zero: lowest compared OMol25 entry of this formula, charge and spin) (eV): 4.324



The following is a DFT calculation (ωB97M-V with the def2-TZVPD basis set) of a cluster of 3 separate species, C3H3NO2S in total in a non-equilibrium geometry.

The geometry in XYZ format:
```
10
Properties=species:S:1:pos:R:3
S 1.37 0.50 -0.05
O 0.47 1.03 0.98
O 1.62 1.37 -1.14
N -2.59 1.15 0.52
C 1.04 -2.38 -0.99
C -1.99 1.88 1.16
C 0.18 -1.81 -0.38
H -1.24 2.58 1.51
H 1.77 -3.00 -1.63
H -0.63 -1.33 0.03
```

Computed properties:
LUMO energy (Eh): -0.03786
Relative energy (zero: lowest compared OMol25 entry of this formula, charge and spin) (eV): 4.960



The following is a DFT calculation (ωB97M-V with the def2-TZVPD basis set) of the molecule C3H3NO2S in a non-equilibrium geometry.

The geometry in XYZ format:
```
10
Properties=species:S:1:pos:R:3
S 2.36 -0.26 0.02
O 0.08 1.29 -0.11
O -2.58 -0.90 -0.03
N -0.24 -0.87 0.02
C 0.74 0.08 -0.04
C -1.30 1.17 0.07
C -1.55 -0.33 0.03
H -0.06 -1.83 -0.09
H -1.51 1.65 1.02
H -1.87 1.69 -0.69
```

Computed properties:
LUMO energy (Eh): 0.00682
SMILES: O=C1COC(=S)N1
Relative energy (zero: lowest compared OMol25 entry of this formula, charge and spin) (eV): 0.839



The following is a DFT calculation (ωB97M-V with the def2-TZVPD basis set) of a cluster of 2 separate species, C3H3NO2S in total in a non-equilibrium geometry.

The geometry in XYZ format:
```
10
Properties=species:S:1:pos:R:3
S -0.77 1.63 -0.29
O 1.05 -1.03 1.66
O -2.19 2.04 -0.36
N 0.39 -0.38 0.84
C -0.45 0.62 1.05
C 0.49 -0.60 -0.55
C -0.39 0.16 -1.25
H -0.37 0.09 -2.25
H -0.63 0.83 2.94
H 1.12 -1.43 -0.63
```

Computed properties:
LUMO energy (spin up / spin down) (Eh): -0.04702 / -0.04706
Relative energy (zero: lowest compared OMol25 entry of this formula, charge and spin) (eV): 9.508



The following is a DFT calculation (ωB97M-V with the def2-TZVPD basis set) of the molecule C3H3NO2S in a non-equilibrium geometry.

The geometry in XYZ format:
```
10
Properties=species:S:1:pos:R:3
S -0.45 1.02 1.20
O -0.86 -0.24 -2.31
O 1.03 -0.13 -1.17
N 1.76 -0.06 0.02
C -1.09 -0.24 0.07
C -0.33 -0.20 -1.23
C 1.21 0.50 1.03
H 1.86 0.63 1.92
H -2.14 -0.04 -0.11
H -0.99 -1.24 0.57
```

Computed properties:
LUMO energy (Eh): 0.01059
SMILES: O=C1CSC=NO1
Relative energy (zero: lowest compared OMol25 entry of this formula, charge and spin) (eV): 2.728



The following is a DFT calculation (ωB97M-V with the def2-TZVPD basis set) of a structure of composition C3H3NO2S2 in a non-equilibrium geometry.

The geometry in XYZ format:
```
11
Properties=species:S:1:pos:R:3
S -0.94 1.40 2.26
S -0.91 -2.16 1.21
O 1.06 0.93 -2.19
O -0.07 1.31 -0.30
N 0.04 -0.79 -1.03
C -0.59 0.57 0.75
C 0.31 0.43 -1.19
C -0.46 -0.71 0.32
H 0.33 1.76 2.64
H 1.59 0.28 -2.74
H -0.36 -3.01 0.26
```

Computed properties:
LUMO energy (Eh): 0.01742
Relative energy (zero: lowest compared OMol25 entry of this formula, charge and spin) (eV): 0.673



The following is a DFT calculation (ωB97M-V with the def2-TZVPD basis set) of a structure of composition C3H3NO3 in a non-equilibrium geometry.

The geometry in XYZ format:
```
10
Properties=species:S:1:pos:R:3
O -1.56 -0.15 1.05
O 0.63 1.94 0.50
O -0.68 -0.03 -1.01
N 1.26 -1.33 -0.63
C 1.19 0.87 0.34
C -1.75 0.15 -0.22
C 0.58 -0.28 -0.43
H 2.20 0.63 0.72
H 0.74 -2.01 -1.19
H -2.61 0.22 0.87
```

Computed properties:
LUMO energy (Eh): -0.02123
Relative energy (zero: lowest compared OMol25 entry of this formula, charge and spin) (eV): 4.640



The following is a DFT calculation (ωB97M-V with the def2-TZVPD basis set) of the molecule C3H3NO3 in a non-equilibrium geometry.

The geometry in XYZ format:
```
10
Properties=species:S:1:pos:R:3
O 2.67 -0.16 1.18
O -1.61 -1.92 0.27
O 0.56 -0.60 0.55
N -0.01 1.30 -0.40
C -1.69 -0.77 -0.06
C -0.40 0.14 -0.06
C 1.83 -0.07 0.33
H -0.56 1.99 -0.85
H 1.89 0.45 -0.64
H -2.69 -0.36 -0.32
```

Computed properties:
LUMO energy (Eh): -0.02445
SMILES: [H]/N=C(\C=O)OC=O
Relative energy (zero: lowest compared OMol25 entry of this formula, charge and spin) (eV): 2.292



The following is a DFT calculation (ωB97M-V with the def2-TZVPD basis set) of the molecule C3H3NO3.

The geometry in XYZ format:
```
10
Properties=species:S:1:pos:R:3
O -1.19 0.50 1.43
O -0.05 -0.50 -0.94
O -2.02 -0.16 -1.94
N 1.92 -0.53 0.29
C -1.14 0.29 -1.27
C 0.69 -0.30 0.19
C -0.05 0.12 1.44
H 2.33 -0.80 -0.61
H 0.57 0.04 2.35
H -1.05 1.33 -0.93
```

Computed properties:
LUMO energy (Eh): -0.02380
SMILES: [H]/N=C(/C=O)OC=O
Relative energy (zero: lowest compared OMol25 entry of this formula, charge and spin) (eV): 1.640